# 1
Formula: C4H11N3O2
Source: OMol25
Level of theory: ωB97M-V/def2-TZVPD

Values from the calculation:
gap between HOMO and LUMO = 9.58 eV
HOMO = -8.8 eV

Structure (XYZ):
```
20
C4H11N3O2 | OMol25 | ωB97M-V/def2-TZVPD
C -0.39 1.01 -2.24
C -1.22 1.14 0.00
N -1.05 0.88 1.30
N -0.19 0.86 -0.78
N -2.38 1.80 -0.49
H -0.14 0.02 1.92
H -1.43 1.63 1.96
H 0.38 -0.01 -0.49
H -2.62 1.58 -1.48
H -3.18 1.94 0.09
H 0.57 0.75 -2.46
H -0.75 2.02 -2.55
H -1.10 0.15 -2.56
C 2.41 -2.37 1.19
C 1.18 -1.46 1.07
O 0.81 -0.68 2.00
O 0.74 -1.42 -0.08
H 2.21 -3.47 0.89
H 2.90 -2.41 2.14
H 3.25 -1.97 0.57
```

=====

# 2
Formula: C4H11N3O2
Source: OMol25
Level of theory: ωB97M-V/def2-TZVPD

Values from the calculation:
gap between HOMO and LUMO = 9.53 eV
HOMO = -9.1 eV

Structure (XYZ):
```
20
C4H11N3O2 | OMol25 | ωB97M-V/def2-TZVPD
C -2.28 1.16 2.52
C -2.98 1.00 1.17
O -2.79 2.17 0.49
O -3.59 0.02 0.88
H -2.86 0.56 3.22
H -2.14 2.17 2.89
H -1.25 0.80 2.50
C 1.11 -1.70 0.29
C 2.08 -0.39 -1.58
N 3.23 -0.82 -1.42
N 1.03 -0.56 -0.65
N 1.50 0.06 -2.81
H -2.18 2.27 -0.25
H 3.97 -0.83 -2.10
H 0.94 0.29 -0.12
H 2.09 0.46 -3.53
H 0.92 -0.65 -3.19
H 1.01 -1.47 1.36
H 1.99 -2.33 0.23
H 0.17 -2.22 0.11
```

=====

# 3
Formula: C4H11N3O2
Source: OMol25
Level of theory: ωB97M-V/def2-TZVPD

Values from the calculation:
gap between HOMO and LUMO (spin up / spin down) = 7.84 / 7.83 eV
HOMO (spin up / spin down) = -8.5 / -8.5 eV

Structure (XYZ):
```
20
C4H11N3O2 | OMol25 | ωB97M-V/def2-TZVPD
C -0.52 1.24 1.20
C -0.95 0.71 -1.23
C -0.53 0.17 0.12
O -2.17 -1.50 -0.13
N -1.17 -1.02 0.58
H -2.14 -1.15 -1.04
H 0.30 1.94 0.99
H -0.38 0.81 2.19
H -1.45 1.81 1.21
H -1.97 1.10 -1.22
H -0.86 -0.05 -2.02
H -0.28 1.52 -1.50
C 0.96 -0.74 -0.01
N 1.83 -0.12 -0.95
N 1.63 -0.81 1.26
O 0.38 -1.89 -0.39
H 2.80 -0.28 -0.74
H 1.81 0.09 1.68
H 1.61 -0.41 -1.90
H 1.12 -1.40 1.89
```

=====

# 4
Formula: C4H11N3O2
Source: OMol25
Level of theory: ωB97M-V/def2-TZVPD

Values from the calculation:
gap between HOMO and LUMO = 7.40 eV
HOMO = -7.5 eV

Structure (XYZ):
```
20
C4H11N3O2 | OMol25 | ωB97M-V/def2-TZVPD
C -2.44 2.16 2.91
C -1.29 1.27 2.44
O -1.38 0.76 1.28
O -0.41 1.03 3.27
H -3.34 2.10 2.29
H -2.12 3.19 3.04
H -2.75 1.83 3.90
C 1.84 -0.02 -2.83
C 0.69 -1.26 -1.02
N -0.19 -1.11 -0.07
N 0.62 -0.56 -2.15
N 1.52 -2.32 -1.02
H -0.44 -0.19 0.39
H -0.30 -1.75 0.71
H -0.18 0.04 -2.30
H 2.04 -2.59 -1.83
H 1.79 -2.78 -0.17
H 2.08 -0.71 -3.64
H 2.65 -0.11 -2.11
H 1.62 1.00 -3.10
```

=====

So what do the calculations give for ΔE to the lowest compared entry with this formula, charge and spin? Going down the list: 39.1, 54.1, 126.6, 32.4 kcal per mole.